Density functional theory data (wB97M-V/def2-TZVPD) for one molecule with the formula C3H5NS2 at a distorted geometry.

Its HOMO energy is -8.838 eV. The value obtained for the energy is -968.2865 Ha. For the max |F|, the calculation gives 4.88 eV/A. The calculation puts the HOMO-LUMO gap at 7.794 eV. The SMILES is CC(=S)/C=N\S. The relative energy (zero: lowest compared OMol25 entry of this formula, charge and spin) comes out at 416.5 kJ/mol. Its spin multiplicity is 1.

The geometry in XYZ format:
```
11
Properties=species:S:1:pos:R:3:forces:R:3
C 1.0441 -0.8491 0.5414 -1.123 -4.018 1.089
C -0.4226 -0.4523 0.5699 -1.333 -3.512 3.113
C -0.5723 1.0302 0.6084 -0.078 0.511 -2.855
H 1.2353 -1.9841 0.2051 -0.793 2.017 1.841
H 1.2742 -0.5150 -0.3672 2.183 2.437 -3.456
H 1.6839 -0.4943 1.3619 -0.356 -0.061 -0.417
H -0.4702 1.4835 1.6333 -0.480 0.162 -1.417
H -1.2352 1.2377 -3.0483 2.191 -1.441 2.954
N -0.6044 1.6610 -0.5708 0.130 -1.091 3.251
S -1.6250 -1.6577 0.9104 2.168 2.999 -0.958
S -0.3079 0.5403 -1.8441 -2.509 1.995 -3.145
```
Positions in Å, forces in eV/Å.

Results of the natural (NBO) charge analysis, in e, for atoms 1 through 5: number 1, C, carries -0.7020; number 2, C, carries -0.0834; number 3, C, carries -0.0032; number 4, H, carries 0.2411; number 5, H, carries 0.2238